Entry from the OMol25 dataset: 2 unconnected molecules or ions with the total composition C2H6NO4S in a non-equilibrium geometry (ωB97M-V/def2-TZVPD).

Properties
M in g/mol: 140.14
Gap between HOMO and LUMO (spin up / spin down) in Ha: 0.288 / 0.212
E_tot in eV: -22679.693
Strongest force on any atom in hartree/bohr: 0.0793
ΔE to the lowest compared entry with this formula, charge and spin in kcal per mole: 177.57
Spin multiplicity: 1
Net charge: -1

CARTESIAN COORDINATES (ANGSTROEM)
C (-0.811, 0.339, 0.949)
C (-2.130, 0.073, -1.660)
N (-0.136, 1.458, 1.231)
O (1.447, -0.818, 1.628)
O (-0.084, -2.145, 0.202)
O (2.823, -0.709, -0.567)
O (1.454, -0.220, -0.663)
S (0.424, -0.859, 0.596)
H (-1.475, 0.679, -1.126)
H (-1.777, -0.892, -2.013)
H (-3.197, 0.093, -1.503)
H (-0.523, 2.261, 1.634)
H (0.887, 1.503, 0.914)
H (3.099, -0.762, 0.378)

Atom charges from the Mulliken analysis, given in e for atoms 1 to 5: C -0.481; C -0.776; N -0.198; O -0.724; O -0.601


Entry from the OMol25 dataset: a single C3H4N2O molecule (ωB97M-V/def2-TZVPD).

Properties
M in g/mol: 84.08
Gap between HOMO and LUMO in Ha: 0.330
E_tot in eV: -8200.110
Strongest force on any atom in hartree/bohr: 0.0097
ΔE to the lowest compared entry with this formula, charge and spin in kcal per mole: 87.05
Spin multiplicity: 1
Net charge: 0

CARTESIAN COORDINATES (ANGSTROEM)
N (1.713, -0.179, 0.193)
C (0.525, 0.429, 0.230)
C (-0.345, 1.391, 0.246)
N (-0.797, -0.036, 0.581)
C (-1.410, -0.823, -0.399)
O (-0.801, -1.487, -1.209)
H (1.734, -1.125, -0.157)
H (2.568, 0.350, 0.205)
H (-0.680, 2.350, 0.602)
H (-2.508, -0.870, -0.292)

Atom charges from the Mulliken analysis, given in e for atoms 1 to 5: N -0.386; C 0.394; C -0.429; N -0.410; C 0.195


Entry from the OMol25 dataset: a molecular structure, C14H25NO6Sr in a non-equilibrium geometry (ωB97M-V/def2-TZVPD).

Properties
M in g/mol: 390.97
Gap between HOMO and LUMO in Ha: 0.169
E_tot in eV: -29529.736
Strongest force on any atom in hartree/bohr: 0.0553
ΔE to the lowest compared entry with this formula, charge and spin in kcal per mole: 0.00
Spin multiplicity: 1
Net charge: -2

CARTESIAN COORDINATES (ANGSTROEM)
Sr (-0.909, -0.073, -0.784)
C (-5.191, -0.349, -3.330)
C (-3.763, 0.167, -2.909)
O (-2.982, -0.823, -2.255)
H (-5.924, -0.694, -2.600)
H (-5.091, -1.098, -4.116)
H (-5.772, 0.413, -3.849)
H (-3.838, 1.130, -2.404)
H (-3.191, 0.451, -3.792)
C (-1.386, 4.385, 1.075)
C (-2.017, 3.410, 0.008)
O (-1.178, 2.345, -0.105)
H (-1.231, 3.966, 2.070)
H (-1.872, 5.347, 1.237)
H (-0.350, 4.545, 0.778)
H (-2.154, 3.974, -0.915)
H (-2.997, 3.010, 0.268)
C (0.860, -4.349, 0.131)
C (0.387, -3.375, -0.889)
O (-0.619, -2.615, -0.339)
H (1.695, -4.983, -0.168)
H (0.057, -5.053, 0.349)
H (1.015, -3.995, 1.150)
H (-0.045, -3.928, -1.723)
H (1.285, -2.825, -1.168)
C (2.900, 0.447, -3.553)
C (1.385, 0.025, -3.399)
O (0.755, 0.806, -2.448)
H (3.351, 0.198, -4.514)
H (3.529, -0.091, -2.844)
H (3.099, 1.500, -3.355)
H (1.316, -1.049, -3.228)
H (0.929, 0.234, -4.367)
C (2.334, -0.796, 5.428)
C (2.405, 0.524, 5.207)
C (2.268, 1.077, 3.946)
C (1.749, 0.244, 2.938)
C (1.522, -1.149, 3.156)
C (1.858, -1.647, 4.444)
N (1.560, 0.860, 1.648)
O (0.982, 0.251, 0.767)
O (2.075, 1.916, 1.453)
H (2.692, -1.161, 6.379)
H (2.788, 1.192, 5.964)
H (2.744, 2.024, 3.734)
H (1.133, -1.674, 2.296)
H (1.839, -2.712, 4.625)

Atom charges from the Mulliken analysis, given in e for atoms 1 to 5: Sr 1.879; C -1.234; C -0.095; O -0.849; H 0.291


Question: What is the ΔE to the lowest compared entry with this formula, charge and spin in the third record?
Answer: 0.00 kcal per mole


Question: Look up the spin multiplicity of the third one.
Answer: 1


Question: What is the formula in the second record?
Answer: C3H4N2O


What did the second record say?
Entry from the OMol25 dataset: a single C3H4N2O molecule (ωB97M-V/def2-TZVPD).

Properties
M in g/mol: 84.08
Gap between HOMO and LUMO in Ha: 0.330
E_tot in eV: -8200.110
Strongest force on any atom in hartree/bohr: 0.0097
ΔE to the lowest compared entry with this formula, charge and spin in kcal per mole: 87.05
Spin multiplicity: 1
Net charge: 0

CARTESIAN COORDINATES (ANGSTROEM)
N (1.713, -0.179, 0.193)
C (0.525, 0.429, 0.230)
C (-0.345, 1.391, 0.246)
N (-0.797, -0.036, 0.581)
C (-1.410, -0.823, -0.399)
O (-0.801, -1.487, -1.209)
H (1.734, -1.125, -0.157)
H (2.568, 0.350, 0.205)
H (-0.680, 2.350, 0.602)
H (-2.508, -0.870, -0.292)

Atom charges from the Mulliken analysis, given in e for atoms 1 to 5: N -0.386; C 0.394; C -0.429; N -0.410; C 0.195